Record 1
Formula: C15H18F6N3O6PbS4SeSi
Source: the Open Molecules 2025 dataset
Level of theory: ωB97M-V/def2-TZVPD

XYZ file:
```
55
Properties=species:S:1:pos:R:3:forces:R:3
Pb 0.458315 -1.203543 -0.027310 -0.18 -0.52 0.36
O 0.341603 3.438130 3.685827 0.26 0.01 0.28
C 1.433454 2.731174 4.024265 -0.44 0.23 -0.06
C 2.150031 3.193681 5.127339 0.10 0.07 0.10
C 3.281413 2.535918 5.546899 -0.03 0.05 0.04
C 3.745025 1.392552 4.880134 0.01 0.00 0.01
C 3.056569 0.937163 3.792163 -0.06 0.04 -0.10
C 1.885020 1.587899 3.334883 0.12 -0.22 -0.02
C 1.228266 1.023797 2.175331 0.10 0.20 0.03
O 1.757565 0.136868 1.480547 -0.26 0.03 -0.08
N -0.023806 1.569511 1.869821 0.18 -0.26 0.03
N -0.693984 0.980459 0.906767 -0.16 0.26 -0.09
C -1.845450 1.641376 0.655282 0.12 -0.08 0.13
S -2.342695 2.980342 1.627786 0.12 -0.10 -0.02
C -3.639742 3.507728 0.484240 -0.09 0.00 -0.04
C -4.227890 2.258192 -0.130822 -0.07 0.04 0.00
S -2.856041 1.196313 -0.633922 0.10 -0.17 -0.14
H -0.117239 2.979772 2.959961 0.09 0.01 -0.03
H 1.783193 4.075969 5.634800 0.02 -0.03 -0.01
H 3.817975 2.907009 6.410864 0.00 0.00 -0.01
H 4.630799 0.878395 5.224466 0.00 0.01 0.00
H 3.390725 0.060709 3.256506 -0.01 -0.02 -0.02
H -3.188091 4.156300 -0.265902 -0.02 0.01 0.00
H -4.377261 4.071083 1.053253 -0.01 -0.01 0.00
H -4.818369 2.463869 -1.022522 -0.01 0.05 0.03
H -4.829238 1.691985 0.580290 -0.04 0.04 0.01
F -1.918832 -1.972547 -4.209749 -0.06 0.02 -0.09
C -2.628256 -2.736589 -3.379061 -0.02 -0.02 0.06
F -2.732188 -3.954350 -3.866540 0.00 -0.03 -0.08
F -3.829058 -2.206804 -3.204873 -0.03 0.03 -0.06
S -1.724653 -2.755217 -1.784943 0.05 -0.09 0.26
O -1.770031 -1.354732 -1.322825 0.22 -0.19 -0.15
O -0.375255 -3.197189 -2.070985 -0.11 0.15 0.03
N -2.603659 -3.735406 -0.955368 0.14 0.19 0.03
S -2.418109 -3.769929 0.627369 0.39 -0.07 -0.14
O -2.532385 -5.087547 1.141317 0.00 0.13 -0.05
O -1.294880 -2.932915 1.046547 -0.27 -0.19 0.06
C -3.910199 -2.874799 1.225354 0.04 -0.07 -0.01
F -4.991994 -3.329121 0.615457 -0.06 0.01 0.03
F -3.788097 -1.565176 0.977667 -0.04 0.07 -0.01
F -4.016488 -3.059064 2.531713 -0.05 0.08 0.06
C 3.086992 -2.047769 -2.487367 0.10 -0.23 0.03
Si 2.672425 -0.522958 -3.439902 -0.22 -0.08 0.07
C 2.103761 -0.838280 -5.161508 -0.06 -0.06 -0.20
C 3.903323 0.840968 -3.282662 0.12 0.23 0.07
Se 0.752673 0.363499 -2.392690 -0.06 0.51 -0.32
H 3.917794 -2.574996 -2.966604 -0.03 -0.01 0.07
H 2.234695 -2.732989 -2.458312 0.04 0.00 0.00
H 3.396161 -1.805872 -1.466907 0.03 -0.03 -0.01
H 2.928100 -1.230675 -5.764039 -0.04 0.00 0.01
H 1.752097 0.085450 -5.623904 0.00 -0.03 -0.03
H 1.292023 -1.568616 -5.179156 0.03 0.02 -0.03
H 4.750199 0.651229 -3.948504 -0.02 -0.01 0.04
H 4.282720 0.922009 -2.262200 0.00 0.03 -0.04
H 3.460975 1.797734 -3.568271 0.08 -0.02 -0.01
```
Forces are in eV/Å.

Output
E_HOMO (alpha / beta) in eV: -11.5 / -11.5
Calculated total energy in a.u.: -6273.611075
Net charge: +1



Record 2
Formula: C15H18KN2O2Se2
Source: the Open Molecules 2025 dataset
Level of theory: ωB97M-V/def2-TZVPD

XYZ file:
```
40
Properties=species:S:1:pos:R:3:forces:R:3
K 0.088505 0.026874 -0.084288 0.00 -0.03 0.01
O 1.642991 -3.055048 -4.644156 0.00 0.06 0.03
C 2.401662 -2.144852 -3.854011 -0.03 -0.06 0.00
C 1.653414 -0.850635 -3.498200 -0.01 -0.04 -0.04
C 1.596263 0.071510 -4.723658 0.01 0.01 0.00
O 2.828988 0.718719 -5.010191 0.02 0.01 0.00
C 2.448190 -0.209941 -2.356002 -0.09 0.11 0.10
Se 2.032451 1.681470 -1.890831 0.01 -0.03 -0.05
C 0.198610 -1.156470 -3.122084 -0.06 -0.05 0.07
Se -0.116287 -2.601893 -1.791705 -0.01 0.01 -0.02
H 0.952032 -3.380174 -4.042405 -0.01 -0.03 -0.01
H 3.297379 -1.893825 -4.426863 0.00 0.03 0.00
H 2.703952 -2.636286 -2.923086 0.03 0.01 -0.01
H 0.813072 0.820600 -4.563586 0.00 0.00 0.00
H 1.335429 -0.523656 -5.602375 0.00 -0.01 0.01
H 2.949096 1.355632 -4.284571 -0.01 0.00 0.00
H 3.510044 -0.246248 -2.602405 0.00 0.01 0.00
H 2.314855 -0.845931 -1.477250 0.03 -0.04 0.01
H -0.337776 -1.447727 -4.026282 0.00 0.01 -0.01
H -0.270967 -0.228092 -2.784490 0.06 0.05 -0.01
C -4.240580 2.115167 1.495545 0.00 0.00 -0.01
C -4.289258 2.138455 2.877880 -0.01 0.00 -0.01
C -3.227156 1.618836 3.597707 0.02 -0.01 0.00
C -2.137571 1.087669 2.911482 -0.01 0.00 -0.01
N -2.094323 1.067319 1.579221 -0.01 0.02 -0.07
C -3.117090 1.566040 0.896343 0.00 0.00 0.01
C -0.952351 0.508704 3.621584 0.02 0.00 0.00
C -0.863114 0.477077 5.011119 -0.01 0.00 -0.01
C 0.261998 -0.071812 5.602049 0.01 0.00 0.00
C 1.267350 -0.574815 4.796061 0.01 0.00 -0.01
C 1.094307 -0.501595 3.422114 -0.01 0.01 0.01
N 0.019049 0.023533 2.847887 0.07 -0.03 -0.01
H -5.045208 2.507879 0.890028 -0.01 0.00 0.01
H -5.144181 2.555575 3.394402 0.00 0.00 0.00
H -3.256103 1.630895 4.676937 0.00 0.00 0.00
H -3.033854 1.523842 -0.184345 -0.01 0.01 0.00
H -1.653133 0.873208 5.631338 0.00 0.00 0.00
H 0.349193 -0.104206 6.680491 0.00 0.00 0.00
H 2.164413 -1.012949 5.210352 0.00 0.00 0.01
H 1.855709 -0.882849 2.750245 0.00 0.00 0.00
```
Forces are in eV/Å.

Output
E_HOMO in eV: -3.3
Calculated total energy in a.u.: -6245.268352
Net charge: -1



Record 3
Formula: C15H18N2O2
Source: the Open Molecules 2025 dataset
Level of theory: ωB97M-V/def2-TZVPD

XYZ file:
```
37
Properties=species:S:1:pos:R:3:forces:R:3
C 2.112877 1.329104 -3.141401 -0.27 -1.31 -0.48
C 2.188533 -0.193042 -2.995862 0.21 -0.96 -0.65
C 2.673349 -1.141048 -3.899673 -0.57 -0.04 1.35
C 2.464747 -2.454893 -3.328169 -0.89 2.06 0.69
C 1.793080 -2.284813 -2.134503 0.40 -0.41 -0.70
C 1.361485 -3.415896 -1.218877 0.22 1.29 0.16
N 1.634649 -0.911269 -1.894257 1.48 -1.00 -3.08
C 0.922157 -0.311924 -0.890921 -1.90 0.69 0.86
C 1.588744 0.463987 0.017081 -0.69 1.12 1.72
C 0.917843 1.062132 1.117479 0.53 -0.44 0.01
C -0.451762 0.857216 1.292981 -0.04 -0.14 0.07
O -1.046069 1.357019 2.451908 0.01 -0.17 -1.08
C -2.256990 0.723944 2.945502 1.11 0.52 -0.08
C -2.058425 0.775755 4.458075 -0.76 -0.48 0.62
C -3.559595 1.432148 2.543186 0.20 1.42 0.12
N -3.490116 2.641751 1.896408 0.60 -0.67 0.21
O -4.621642 1.012921 2.912562 -0.86 -1.18 0.26
C -1.146798 0.148011 0.306199 -0.23 -0.15 -0.15
C -0.478315 -0.388796 -0.802669 -0.27 -0.12 0.83
H 1.053861 1.620584 -3.198286 0.35 0.22 0.00
H 2.645740 1.635938 -4.059989 -0.41 -0.28 0.37
H 2.590474 1.835034 -2.322272 0.09 0.28 0.47
H 3.061988 -0.969549 -4.890046 0.19 0.30 0.11
H 2.703629 -3.396356 -3.747925 0.24 -0.62 -0.33
H 1.651222 -4.388164 -1.668520 -0.24 0.70 0.43
H 0.280199 -3.347073 -1.039908 0.20 -0.36 -0.02
H 1.863220 -3.229464 -0.251406 -0.23 -0.60 -0.21
H 2.634886 0.631253 -0.143510 0.46 -0.08 0.24
H 1.484158 1.557788 1.924772 -0.34 -0.10 -0.68
H -2.256245 -0.300445 2.577007 -0.35 -0.09 0.12
H -2.993930 0.473605 4.985348 0.65 0.35 -0.40
H -1.738878 1.779720 4.781668 -0.29 -0.33 -0.22
H -1.275091 0.066326 4.749824 -0.11 0.19 -0.14
H -2.576656 3.064209 1.906415 -0.11 0.40 -0.28
H -4.347793 3.193266 1.894409 0.63 -0.25 0.01
H -2.225754 -0.032153 0.405057 0.49 0.25 -0.15
H -1.102784 -0.896826 -1.537686 0.49 -0.05 0.02
```
Forces are in eV/Å.

Output
E_HOMO in eV: -7.7
Calculated total energy in a.u.: -842.375925
Structure (SMILES): Cc1ccc(C)n1-c1ccc(O[C@@H](C)C(N)=O)cc1



Record 4
Formula: C15H18N2O4S
Source: the Open Molecules 2025 dataset
Level of theory: ωB97M-V/def2-TZVPD

XYZ file:
```
40
Properties=species:S:1:pos:R:3:forces:R:3
C -3.323978 -1.911241 -2.810359 -0.06 -0.20 -0.01
N -2.481371 -0.782426 -2.506470 -0.16 0.13 -0.19
C -1.473397 -0.854990 -1.607924 -0.08 0.25 -0.14
O -1.231225 -1.901707 -1.008681 0.01 -0.28 0.12
C -0.710651 0.377897 -1.364497 0.41 -0.07 0.55
C 0.062008 0.465347 -0.221546 -0.04 0.34 -0.23
N 0.224088 -0.521980 0.708571 -0.15 -0.51 0.12
C 0.986388 -0.339713 1.815634 0.01 0.01 0.05
O 1.553671 0.719574 2.044978 0.06 -0.24 0.27
C 1.065250 -1.509704 2.700950 0.22 -0.46 0.52
C 1.840393 -1.503861 3.797676 -0.21 0.09 -0.24
O 1.924598 -2.525314 4.682010 0.18 0.23 -0.06
C 0.941299 -3.518912 4.471365 -0.42 -0.32 -0.37
C 0.767200 -3.782393 2.972192 0.23 -0.31 0.44
O 0.326839 -2.613843 2.321689 -0.03 0.52 -0.09
S 0.838514 1.988891 -0.025407 -0.35 0.23 -0.81
C 0.161451 2.521815 -1.540416 -0.02 -0.32 0.26
C -0.620943 1.583425 -2.136993 0.08 0.26 0.07
C -1.235888 1.837979 -3.484682 0.18 0.08 -0.15
C -0.538728 3.004418 -4.186807 -0.30 0.07 0.07
C -0.448170 4.204856 -3.251113 0.24 -0.08 -0.04
C 0.481635 3.872491 -2.085530 0.01 0.15 -0.04
H -4.352846 -1.728130 -2.492301 0.02 -0.06 -0.01
H -2.928553 -2.769846 -2.270083 -0.10 0.03 -0.08
H -3.312802 -2.119014 -3.882134 -0.04 -0.04 0.04
H -2.729703 0.105979 -2.903762 0.14 0.00 0.09
H -0.232069 -1.411759 0.477766 0.18 0.20 0.10
H 2.453767 -0.654694 4.047390 0.02 0.07 -0.04
H 1.277529 -4.413075 4.997831 -0.07 0.06 -0.06
H -0.016036 -3.180572 4.887503 0.12 -0.03 0.00
H 0.010853 -4.546102 2.789099 0.10 0.01 0.05
H 1.730350 -4.103575 2.553171 -0.11 0.02 -0.01
H -1.156261 0.943305 -4.107360 -0.10 0.01 0.02
H -2.297195 2.090744 -3.368907 -0.06 -0.08 -0.09
H 0.468074 2.701853 -4.480350 0.05 -0.03 -0.07
H -1.091137 3.266737 -5.091204 0.06 -0.03 -0.03
H -0.073872 5.078424 -3.786821 -0.05 0.04 0.03
H -1.443870 4.442043 -2.870890 -0.06 0.06 0.01
H 0.395042 4.622016 -1.295908 0.05 0.06 -0.03
H 1.521532 3.883777 -2.428236 0.01 0.10 0.00
```
Forces are in eV/Å.

Output
E_HOMO in eV: -7.7
Calculated total energy in a.u.: -1391.073901
Structure (SMILES): CNC(=O)c1c(NC(=O)C2=COCCO2)sc2c1CCCC2



Record 5
Formula: C15H18N2O4S2
Source: the Open Molecules 2025 dataset
Level of theory: ωB97M-V/def2-TZVPD

XYZ file:
```
41
Properties=species:S:1:pos:R:3:forces:R:3
C -1.773353 1.110358 4.355302 -0.14 0.09 0.23
O -1.103292 0.411512 3.330514 0.29 -0.06 -0.48
C -0.602231 1.122989 2.275858 0.10 -0.09 -0.18
C -0.729392 2.494066 2.110995 -0.03 -0.10 0.08
C -0.178967 3.113021 0.998328 0.03 0.09 -0.01
C 0.511413 2.362758 0.072385 0.18 0.27 -0.37
S 1.204375 3.198163 -1.348587 -0.50 0.00 0.10
O 1.463903 4.562728 -0.989221 -0.24 0.08 0.04
O 2.285425 2.422919 -1.887350 -0.19 -0.29 0.02
N -0.132650 3.193651 -2.386619 0.69 0.08 0.77
C -0.128304 4.286867 -3.334770 0.18 0.39 -0.10
C -0.336513 1.894559 -2.987464 0.03 -0.39 -0.10
C 0.661629 0.995654 0.217670 0.11 -0.14 0.01
C 0.092013 0.360638 1.310441 -0.12 0.31 0.00
N 0.179571 -1.014992 1.528183 -0.10 0.13 0.46
C 0.443579 -1.984434 0.602304 -0.16 -0.21 0.41
O 0.674909 -1.771506 -0.561042 0.07 0.08 -0.23
C 0.415274 -3.383618 1.228140 0.12 0.03 -0.35
C 0.582915 -4.443859 0.196302 0.30 -0.06 -0.05
C -0.369350 -5.251874 -0.342490 0.12 0.18 0.22
C 0.139856 -6.119184 -1.334884 0.11 -0.11 -0.17
C 1.469920 -5.950233 -1.538018 0.24 0.17 0.12
S 2.129000 -4.728520 -0.526264 -0.58 -0.22 0.00
H -2.059942 0.354834 5.085169 0.00 0.10 -0.03
H -2.671192 1.607964 3.978113 0.05 -0.01 0.00
H -1.118435 1.845275 4.831602 -0.02 -0.02 -0.04
H -1.257362 3.089176 2.838128 -0.05 0.03 0.08
H -0.262741 4.176550 0.850106 -0.07 0.16 0.07
H -1.137963 4.426420 -3.722293 0.03 -0.03 0.02
H 0.559411 4.107582 -4.168984 -0.03 0.03 -0.04
H 0.185973 5.179271 -2.799845 -0.09 0.14 -0.20
H 0.500653 1.611334 -3.634525 -0.07 -0.04 -0.04
H -0.431819 1.155790 -2.195106 -0.09 -0.19 -0.10
H -1.256430 1.914909 -3.570770 -0.02 0.01 0.06
H 1.226359 0.437496 -0.510047 0.01 -0.10 0.00
H -0.113643 -1.297810 2.453660 0.06 -0.10 -0.18
H -0.535698 -3.523343 1.747601 0.07 0.01 0.06
H 1.225101 -3.433266 1.961664 -0.12 0.02 0.10
H -1.401640 -5.234977 -0.039754 -0.18 0.05 0.10
H -0.461186 -6.832614 -1.869621 -0.06 -0.13 -0.11
H 2.110826 -6.466252 -2.224811 0.09 -0.14 -0.16
```
Forces are in eV/Å.

Output
E_HOMO in eV: -8.6
Calculated total energy in a.u.: -1789.220836
Structure (SMILES): COc1ccc(S(=O)(=O)N(C)C)cc1NC(=O)Cc1cccs1



Record 6
Formula: C15H18N4O5S2
Source: the Open Molecules 2025 dataset
Level of theory: ωB97M-V/def2-TZVPD

XYZ file:
```
44
Properties=species:S:1:pos:R:3:forces:R:3
C -2.505564 -3.765513 -3.408284 2.36 4.58 -9.42
H -1.607091 -4.227004 -3.874293 -0.41 0.65 0.62
H -2.686461 -4.123140 -2.563217 -1.64 -2.27 7.51
H -3.292466 -3.886089 -4.158732 -0.15 0.02 0.48
S -2.258977 -1.694141 -3.539058 1.00 -4.00 2.27
C -0.917080 -1.720608 -2.268051 1.26 -0.88 0.70
N -0.541988 -2.820473 -1.594232 -0.30 3.02 -2.84
N 0.715541 -2.728372 -1.028868 -0.48 -1.35 1.15
C 1.327671 -1.621527 -0.745638 -7.27 -2.37 -3.97
C 0.757999 -0.379415 -1.334547 8.26 -2.37 6.18
O 1.476867 0.546173 -1.083069 0.78 4.74 0.01
N -0.137689 -0.507084 -2.139290 -10.40 -1.58 -7.44
C -0.959119 0.845251 -2.807480 5.27 -3.17 2.28
O -2.220934 0.702636 -2.457272 -2.41 1.47 -0.19
C -2.647527 1.006865 -1.252525 -8.79 -1.42 4.91
O -3.936009 0.893318 -0.846693 6.68 0.69 -3.94
C -1.835039 1.119480 -0.076261 4.76 -3.43 4.43
C -1.481149 -0.029728 0.825260 -5.63 -2.35 -4.71
C -0.416782 0.000996 1.602574 1.23 4.77 1.10
C 0.188632 1.188497 1.982752 2.44 5.01 -4.92
C -0.000336 2.441371 1.065962 -1.96 -12.04 4.30
C -0.964603 2.136283 0.258722 -4.14 4.92 -7.69
H -1.183476 2.979710 -0.530500 0.49 -0.81 1.36
H 0.435506 3.179821 1.416481 3.90 7.55 2.04
S 1.674257 1.428562 3.017401 -11.67 -0.26 8.87
O 1.016603 0.521748 4.198956 3.46 2.52 -3.34
O 1.544158 2.934440 3.468659 2.38 -4.63 -2.47
N 2.883345 0.583981 2.379705 -2.52 -0.19 1.88
C 3.286855 1.555643 1.556811 5.63 0.26 -10.85
H 3.466210 2.533844 1.842756 0.95 1.72 1.59
H 4.337949 1.061589 0.984556 -2.60 1.84 1.56
H 2.672875 1.747732 0.555314 0.54 -1.12 2.20
C 3.752996 0.196384 3.405543 4.54 -0.67 1.30
H 3.148821 -0.151686 4.227464 0.00 -0.95 0.11
H 4.283459 1.142113 3.889301 -0.39 -1.93 -1.26
H 4.539545 -0.626885 2.908069 -1.99 2.30 1.69
H -0.162887 -0.651721 2.270812 1.08 -5.01 3.20
H -2.087328 -1.128680 0.774009 1.61 3.32 -0.12
H -0.802357 0.553050 -3.812068 -0.05 0.79 -1.18
H -0.184971 1.395011 -2.240232 -1.17 1.68 -0.78
C 2.238966 -1.740978 0.223570 7.61 4.46 5.06
H 3.278860 -1.434740 -0.117967 -0.78 0.53 -0.26
H 2.615303 -2.635362 0.619840 -1.14 -1.89 0.55
H 2.166416 -0.902953 1.091902 -0.37 -2.16 -1.98
```
Forces are in eV/Å.

Output
E_HOMO in eV: -9.0
Calculated total energy in a.u.: -1973.392988



So what do the calculations give for molecular weight? Going down the list: 892.8, 455.3, 258.3, 322.4, 354.5, 398.5 g/mol.